Below is a molecular structure, C10H16N2O5 in a non-equilibrium geometry, with properties calculated with the ωB97M-V functional and the def2-TZVPD basis.

Element x y z (Å)
C1 -1.0280 0.9068 -1.4882
C2 0.2351 0.6671 -0.7018
C3 -2.0559 1.1360 -0.2117
C4 -1.6371 2.1022 0.8058
C5 -2.6555 2.3100 1.8710
C6 1.8294 -0.8063 0.4342
C7 3.1251 -0.1527 -0.0233
C8 2.2542 -2.1635 0.7191
C9 0.8796 -2.7112 0.5716
C10 0.0175 -1.8356 -0.4094
H1 -0.6427 -1.5857 -2.3500
H2 -2.2451 0.1685 -2.7893
H3 -0.8275 1.9101 -2.0419
H4 -3.3655 1.3497 -0.3307
H5 -2.2217 0.1875 0.2451
H6 -1.2672 3.1935 0.6476
H7 -0.7440 1.5448 1.4084
H8 -1.9734 4.2896 1.8850
H9 1.5626 -0.2071 1.3976
H10 2.8197 -2.4204 1.7331
H11 2.7711 -2.5606 -0.1831
H12 0.7747 -3.7797 0.1402
H13 0.3431 -2.8245 1.5977
H14 0.0120 -2.4492 -1.4869
H15 -1.1673 -1.5400 -0.4006
H16 4.1203 -0.0377 -1.6880
N1 -1.6740 -0.4136 -1.9254
N2 0.7311 -0.6538 -0.5371
O1 0.8029 1.6719 -0.3335
O2 -3.5099 1.3501 1.8792
O3 -2.5360 3.3533 2.5844
O4 4.2321 -0.0032 0.4702
O5 3.0402 0.0034 -1.4894

Atomic forces in eV per Å
-1.6 -1.1 3.3
0.5 -0.3 -1.2
-3.3 1.4 -2.5
3.3 1.4 3.0
-2.2 -6.2 -3.5
2.2 6.7 2.1
2.1 0.7 -3.8
0.0 -2.8 -0.1
-4.6 -4.3 1.4
-3.1 -2.1 -2.1
-2.7 3.7 0.3
1.7 -3.3 2.1
-0.7 -2.2 0.1
4.0 -0.4 -0.9
0.5 -0.7 0.4
0.0 -2.0 -1.1
-1.8 1.8 -1.1
-2.3 -4.5 3.2
0.2 -1.2 -1.3
-1.4 0.9 -2.4
0.5 0.3 0.8
0.6 1.5 0.9
0.8 0.5 -1.6
0.2 0.9 1.7
2.8 -1.6 1.1
-4.2 0.5 0.5
0.7 1.8 -5.2
2.0 2.2 1.5
1.1 -0.8 0.5
1.7 4.0 2.2
1.2 6.0 -0.6
-2.7 -0.3 0.1
4.6 -0.6 2.0

Summary:
- Kohn-Sham gap: 8.30 eV
- ΔE to the lowest compared entry with this formula, charge and spin: 274.6 kcal per mole

---

Below is 2 unconnected molecules or ions with the total composition C3H9NO2 in a non-equilibrium geometry, with properties calculated with the ωB97M-V functional and the def2-TZVPD basis.

Element x y z (Å)
C1 -0.6261 0.7740 2.2222
O1 0.8066 0.7337 2.1533
H1 1.1665 1.3773 1.5278
H2 -0.9045 -0.0446 2.8728
H3 -1.0664 0.5597 1.2533
H4 -0.9346 1.7679 2.5252
C2 -0.6782 0.0606 -1.7823
C3 0.2670 -1.1038 -1.5904
O2 0.1401 -2.1237 -2.2365
N1 1.3199 -0.9353 -0.7435
H5 1.8377 -1.7861 -0.5969
H6 1.4069 -0.2539 0.0004
H7 -0.2405 0.7035 -2.5443
H8 -0.9038 0.6004 -0.8680
H9 -1.5905 -0.3297 -2.1931

Atomic forces in eV per Å
1.0 0.1 -0.7
0.3 -0.2 -0.2
-0.5 0.1 0.3
-0.2 0.3 0.4
-0.1 0.0 -0.2
-0.4 -0.1 0.5
0.3 -0.2 0.0
-0.2 0.3 -0.1
0.0 -0.1 0.0
0.4 -0.2 0.4
0.2 0.0 0.0
-0.5 -0.1 -0.3
0.0 0.3 0.2
0.2 0.2 0.0
-0.4 -0.2 -0.1

Summary:
- Kohn-Sham gap: 10.37 eV
- SMILES string: CC(N)=O.CO
- ΔE to the lowest compared entry with this formula, charge and spin: 22.2 kcal per mole

---

Below is a molecular structure, C6H11NO4 in a non-equilibrium geometry, with properties calculated with the ωB97M-V functional and the def2-TZVPD basis.

Element x y z (Å)
C1 -3.1881 -1.3828 -0.3679
C2 -1.0329 -0.4005 -0.3059
C3 0.4093 -0.6142 0.2792
C4 1.3361 0.0147 -0.6257
C5 2.9154 -0.1323 -0.1028
C6 -1.3780 1.0050 -0.1186
H1 -4.0440 -0.3071 -0.5506
H2 -3.3797 -1.8516 -1.3214
H3 -3.7936 -2.0382 0.3382
H4 -2.2062 -0.7547 1.4148
H5 -0.9582 -0.7282 -1.4951
H6 0.5989 -1.8649 0.2305
H7 0.1179 -0.8069 1.0669
H8 1.3032 -0.0238 -1.6044
H9 1.4258 0.9189 -0.4696
H10 3.7735 -0.3620 1.3700
H11 -1.6552 2.2757 1.8321
N1 -1.9430 -1.3418 0.3761
O1 2.9272 0.0281 1.2942
O2 3.8046 -0.2754 -0.8105
O3 -2.0461 1.3459 1.0833
O4 -1.1798 1.9009 -1.0663

Atomic forces in eV per Å
-5.3 1.0 2.3
0.9 -3.3 -2.5
1.1 -3.4 -15.2
5.4 -5.4 5.6
-7.5 0.4 1.4
-0.4 7.3 -4.0
3.0 -2.5 0.9
1.5 -0.3 -0.5
0.0 0.9 -1.0
0.9 -2.4 -3.9
-0.7 1.3 3.0
-0.6 2.6 -1.0
-2.7 -0.6 15.8
-0.7 -1.5 -4.8
-0.3 9.7 1.5
2.1 -0.4 1.6
-1.4 -4.1 -4.3
-0.8 3.6 1.8
-0.5 -0.2 -2.4
4.1 -0.6 -1.8
2.5 2.6 2.2
-0.7 -4.6 5.3

Summary:
- Kohn-Sham gap: 9.03 eV
- ΔE to the lowest compared entry with this formula, charge and spin: 230.0 kcal per mole

---

Below is a molecular structure, C32H88MgN6O10 in a non-equilibrium geometry, with properties calculated with the ωB97M-V functional and the def2-TZVPD basis.

Element x y z (Å)
Mg1 1.3278 -2.7419 -3.1099
C1 0.0401 0.7366 -0.8016
C2 -0.1601 -0.7441 -1.2512
O1 0.2437 -1.1505 -2.5352
H1 1.0247 1.1370 -0.5601
H2 -0.4344 0.8774 0.1696
H3 -0.5610 1.3670 -1.4570
H4 -1.2167 -0.9427 -1.0716
H5 0.3166 -1.3539 -0.4838
C3 1.7819 -4.1925 0.6342
C4 1.7144 -4.9558 -0.7152
O2 1.7143 -4.2153 -1.8671
H6 2.7334 -3.6624 0.6770
H7 1.6150 -4.8516 1.4861
H8 1.0413 -3.3929 0.6188
H9 0.8069 -5.5594 -0.6965
H10 2.4875 -5.7238 -0.7361
C5 -0.7527 1.8787 -6.3653
C6 -0.5872 1.6381 -4.8508
O3 -1.1717 0.3680 -4.7356
H11 -1.7455 2.0068 -6.7965
H12 -0.2964 1.0695 -6.9355
H13 -0.2118 2.7906 -6.6181
H14 -1.1882 2.3949 -4.3467
H15 0.4476 1.5484 -4.5201
H16 -0.9977 0.0599 -3.8432
C7 1.2496 4.5113 -2.0333
C8 1.9331 4.0827 -3.2842
O4 3.1416 4.7899 -3.3582
H17 0.2045 4.2018 -2.0417
H18 1.1889 5.5993 -2.0084
H19 1.7574 4.0968 -1.1624
H20 1.3220 4.2676 -4.1676
H21 2.1005 3.0056 -3.2787
H22 2.9842 5.7339 -3.2827
C9 -0.9858 3.2043 1.9268
C10 -0.9119 3.9594 3.2747
C11 -2.3399 4.0211 3.9263
O5 -2.4558 4.5760 5.2488
C12 -2.0955 5.9628 5.4545
N1 0.0124 3.2390 4.1081
H23 -0.0015 3.0992 1.4705
H24 -1.5793 3.6464 1.1266
H25 -1.2433 2.1591 2.0982
H26 -0.6195 4.9956 3.1047
H27 -2.7999 3.0351 3.9914
H28 -2.8815 4.6042 3.1815
H29 -1.9980 6.2222 6.5087
H30 -2.8354 6.6409 5.0294
H31 -1.1344 6.1595 4.9794
H32 -0.2509 3.5022 5.0469
H33 -0.2853 2.2743 4.0785
C13 5.0317 -3.1671 -2.6111
C14 4.2934 -1.8580 -2.2098
C15 5.1409 -0.5931 -2.2653
O6 4.4253 0.6101 -1.9157
C16 4.3921 0.8850 -0.5200
N2 3.1223 -1.6227 -3.0592
H34 5.4011 -3.2293 -3.6347
H35 4.4887 -4.1050 -2.4947
H36 5.8438 -3.2826 -1.8933
H37 3.9454 -2.0041 -1.1872
H38 5.3323 -0.4598 -3.3300
H39 6.1176 -0.6020 -1.7815
H40 4.0921 -0.0252 -0.0007
H41 3.6856 1.6960 -0.3435
H42 5.3920 1.1545 -0.1799
H43 3.0234 -0.6501 -2.8054
H44 3.5214 -1.5293 -3.9823
C17 0.5727 -2.7742 -7.1957
C18 0.4576 -2.6508 -5.6716
C19 -0.7491 -3.3879 -5.0499
O7 -0.6273 -3.5506 -3.5963
C20 -1.6942 -4.2655 -3.0594
N3 1.6615 -3.1578 -5.0264
H45 -0.3860 -2.8867 -7.7021
H46 1.1181 -3.6545 -7.5358
H47 1.1161 -1.9551 -7.6670
H48 0.3774 -1.5917 -5.4268
H49 -0.9443 -4.3464 -5.5308
H50 -1.5892 -2.7239 -5.2535
H51 -1.7756 -5.2767 -3.4580
H52 -2.6426 -3.7744 -3.2772
H53 -1.4705 -4.3198 -1.9939
H54 1.7581 -4.0959 -5.3881
H55 2.4658 -2.7508 -5.4819
C21 4.4651 1.9884 4.0952
C22 3.5037 2.2434 2.9096
C23 2.5065 1.1371 2.6231
O8 3.2549 0.0007 2.2719
C24 2.5078 -1.1937 2.1853
N4 2.9589 3.5837 3.1646
H56 4.9449 1.0365 3.8673
H57 3.9187 1.7713 5.0130
H58 5.2961 2.6568 4.3203
H59 4.2593 2.2580 2.1241
H60 1.9052 1.4607 1.7735
H61 1.8740 0.9459 3.4900
H62 1.6895 -0.9510 1.5074
H63 2.0566 -1.5317 3.1182
H64 3.1552 -2.0038 1.8496
H65 3.3643 3.9279 4.0233
H66 1.9949 3.5572 3.4648
C25 -3.8160 -1.8239 -0.7757
C26 -5.0530 -2.1724 0.0910
C27 -6.3248 -1.3445 -0.1979
O9 -7.3504 -1.7662 0.7280
C28 -8.6203 -1.1480 0.4677
N5 -5.2724 -3.6368 -0.1582
H67 -3.0601 -2.5671 -0.5219
H68 -3.3689 -0.8579 -0.5414
H69 -4.0786 -1.9733 -1.8230
H70 -4.7613 -2.0071 1.1281
H71 -6.5212 -1.6495 -1.2257
H72 -6.1581 -0.2706 -0.1139
H73 -9.1604 -1.1454 1.4145
H74 -9.1735 -1.6312 -0.3377
H75 -8.4995 -0.0924 0.2242
H76 -5.5368 -3.8790 -1.1024
H77 -6.1353 -3.8798 0.3072
C29 -2.6209 1.0007 6.1290
C30 -1.6156 -0.1732 6.2363
C31 -0.2948 0.0883 5.4343
O10 -0.6165 0.5283 4.1389
C32 -1.1903 -0.5317 3.3231
N6 -1.3616 -0.3592 7.6638
H78 -2.1218 1.9397 6.3683
H79 -3.5037 0.9062 6.7614
H80 -3.0640 1.0337 5.1337
H81 -2.0606 -1.1181 5.9244
H82 0.3597 -0.7833 5.4444
H83 0.2077 0.9233 5.9226
H84 -0.4741 -1.2830 2.9903
H85 -1.5995 -0.0645 2.4274
H86 -1.9778 -1.1302 3.7810
H87 -2.1745 -0.5603 8.2285
H88 -1.0022 0.5105 8.0305

Atomic forces in eV per Å
-0.8 -0.2 3.5
-0.8 -0.4 0.0
0.9 -0.1 0.0
0.0 0.9 0.4
0.4 -0.2 -0.9
-0.4 -0.4 0.3
0.5 0.4 -0.3
-0.4 0.0 -0.3
0.4 -0.3 0.3
0.1 0.3 -1.3
-0.7 -0.2 0.1
0.3 1.2 -0.5
0.2 -0.3 0.3
0.2 0.0 0.0
-0.3 -0.1 0.1
-0.6 -0.3 0.3
0.7 -0.1 0.1
1.4 1.0 -0.2
-1.3 -0.6 -2.2
-0.6 -0.7 0.7
-0.3 -0.1 0.8
0.2 -0.1 0.1
0.1 0.2 -0.3
0.4 0.2 0.5
0.1 0.7 -0.1
0.3 -0.8 0.6
-1.2 -0.1 0.3
-0.3 0.2 -0.1
1.3 -0.4 -0.6
-0.1 -0.3 0.2
0.3 0.1 0.3
-0.1 0.3 0.1
-0.2 0.2 -0.2
0.5 0.1 0.1
-0.2 0.0 0.0
0.5 0.1 0.0
-1.5 -0.5 -0.4
0.5 0.8 -0.7
0.5 0.3 0.2
0.2 -0.7 -1.0
0.2 0.5 0.7
0.4 0.4 0.2
-0.4 0.0 0.3
-0.6 0.1 0.1
0.4 0.0 0.0
0.2 0.0 0.1
-0.7 0.3 0.2
-0.1 -0.6 0.1
-0.2 -0.1 -0.2
0.1 0.2 0.0
0.4 0.2 0.6
0.2 -0.3 -0.3
0.2 0.3 0.8
0.4 -1.8 0.5
0.1 0.9 -0.7
0.1 -0.7 -0.4
0.2 -0.8 -0.3
1.0 0.7 0.3
0.3 0.6 -0.1
-0.8 0.4 0.2
0.5 0.0 -0.3
-0.2 -0.1 0.1
0.3 0.2 -0.2
-0.1 -0.4 0.4
-0.2 0.3 0.3
0.1 -0.1 0.0
0.1 0.2 0.1
-1.5 0.7 -0.1
0.1 -0.1 -0.6
-0.4 -0.4 -0.5
-0.4 0.1 -0.3
-0.3 0.8 0.5
0.9 0.3 -3.0
-0.2 -0.3 0.6
0.8 -0.7 -1.6
-0.2 0.4 0.1
0.1 -0.4 0.5
-0.2 0.3 0.3
-0.2 0.1 0.2
0.2 -0.3 0.1
-0.4 -0.1 0.1
0.3 -0.2 -0.1
-0.1 0.3 0.3
-0.4 0.0 0.0
-0.1 -0.8 0.6
0.3 0.6 0.1
-0.3 -2.5 0.1
2.0 1.3 1.7
0.6 0.4 0.2
0.7 -0.5 0.6
-0.3 0.7 -0.3
-0.5 0.2 -0.4
0.3 -0.2 0.1
-0.2 0.3 0.2
-0.5 0.6 -0.5
-0.6 0.3 -0.9
-0.5 0.0 -0.1
-0.2 0.0 0.1
-0.2 -0.7 -0.4
0.1 0.3 0.5
-0.1 0.3 -0.3
0.5 0.2 -0.1
-0.7 -0.4 -0.4
-0.7 -0.3 0.8
0.4 -0.4 -0.9
0.6 -1.2 0.5
0.1 0.6 -1.0
0.8 0.2 0.6
-0.6 0.6 1.2
0.0 0.0 -0.1
-0.3 0.2 -0.4
0.2 0.4 -0.2
-0.2 -0.4 0.2
-0.8 0.4 -0.3
0.0 0.1 -0.1
-0.2 -0.4 -0.2
0.0 -0.2 0.0
0.2 0.1 -0.2
0.5 0.6 -0.7
-0.1 -0.2 0.7
0.0 -0.6 -1.2
-0.9 0.4 1.1
-1.4 0.2 1.2
-0.6 -1.9 -1.0
0.2 0.4 -0.3
1.5 -0.2 0.2
-0.1 0.1 -0.1
0.3 -0.3 0.4
0.3 0.4 -0.3
-0.1 0.1 -0.3
0.0 -0.1 -0.1
0.2 0.0 0.0
0.6 0.2 0.1
0.0 0.1 0.1
-0.2 0.5 0.5
-0.3 -0.2 -0.4
0.2 0.1 0.2

Summary:
- Kohn-Sham gap: 7.50 eV
- ΔE to the lowest compared entry with this formula, charge and spin: 18.1 kcal per mole